Record 1
Entry from the Open Molecules 2025 dataset: the molecule C3H2F6O (ωB97M-V with the def2-TZVPD basis set).

Its multiplicity is 1. As for the lowest unoccupied orbital energy: 0.85 eV. The value obtained for the electronic energy is -789.9699 Ha. Its energy relative to the best compared isomer or geometry (same formula, charge and spin) is 0.2 kcal per mole. The structure (SMILES) is FC(F)O[C@@H](F)C(F)(F)F.

Last column: natural (NBO) charge in e.
Element x y z (Å)
F: 1.2811 1.0059 2.3581  -0.3184
C: 0.5174 0.2977 1.5172  0.7846
F: 0.4336 -0.9601 1.9583  -0.3222
O: 1.2018 0.3332 0.2995  -0.5057
C: 0.6305 -0.2657 -0.8014  0.3871
F: 0.5930 -1.6211 -0.6893  -0.3242
C: -0.7987 0.2026 -1.1119  0.9173
F: -1.1383 -0.1577 -2.3422  -0.3025
F: -0.8766 1.5311 -1.0173  -0.3119
F: -1.6799 -0.3346 -0.2475  -0.3170
H: -0.4827 0.7553 1.4679  0.1295
H: 1.2561 -0.0001 -1.6678  0.1832


Record 2
Entry from the Open Molecules 2025 dataset: a 2-piece molecular cluster, C3H2FN overall (ωB97M-V with the def2-TZVPD basis set).

Its multiplicity is 1. As for the lowest unoccupied orbital energy: 0.03 eV. The value obtained for the electronic energy is -270.0322 Ha. Its energy relative to the best compared isomer or geometry (same formula, charge and spin) is 40.7 kcal per mole. The structure (SMILES) is C#CC#N.F.

Last column: natural (NBO) charge in e.
Element x y z (Å)
C: 0.6407 -0.9023 -0.9367  -0.0725
C: -0.2650 -0.0904 -0.9733  -0.1450
C: -1.2275 0.8668 -0.8393  0.2005
N: -2.1577 1.5359 -0.8272  -0.2303
H: 1.3031 -1.5720 -1.4325  0.2467
F: 1.0767 -0.2858 2.4911  -0.5470
H: 0.6297 0.4477 2.5178  0.5475


Record 3
Entry from the Open Molecules 2025 dataset: the molecule C3H2FNO (ωB97M-V with the def2-TZVPD basis set).

Its multiplicity is 1. As for the lowest unoccupied orbital energy: 0.94 eV. The value obtained for the electronic energy is -345.3485 Ha. Its energy relative to the best compared isomer or geometry (same formula, charge and spin) is 2.3 kcal per mole. The structure (SMILES) is Fc1ncco1.

Last column: natural (NBO) charge in e.
Element x y z (Å)
F: 0.6554 0.9100 -1.5397  -0.2767
C: 0.1279 0.2644 -0.5414  0.8114
N: -1.1087 0.1732 -0.2993  -0.4936
C: -1.1198 -0.5927 0.8773  -0.1177
C: 0.1797 -0.7331 1.2551  0.0329
O: 1.0121 -0.1549 0.3524  -0.4063
H: -2.0822 -0.7452 1.4344  0.2347
H: 0.7210 -1.0501 2.1528  0.2153


Record 4
Entry from the Open Molecules 2025 dataset: the molecule C3H2FNO2 (ωB97M-V with the def2-TZVPD basis set).

Its multiplicity is 1. As for the lowest unoccupied orbital energy: -0.01 eV. The value obtained for the electronic energy is -420.4867 Ha. Its energy relative to the best compared isomer or geometry (same formula, charge and spin) is 71.5 kcal per mole. The structure (SMILES) is Oc1cnoc1F.

Last column: natural (NBO) charge in e.
Element x y z (Å)
O: 1.7236 -0.6175 0.2344  -0.6369
C: 0.4940 -0.2206 -0.0524  0.0697
C: -0.7756 -1.0108 -0.1183  -0.0436
N: -1.8618 -0.3229 0.0043  -0.1305
O: -1.4349 1.0249 0.2499  -0.2967
C: -0.1535 0.9671 0.0341  0.6157
F: 0.4164 2.1696 -0.0520  -0.3014
H: 2.4820 0.1197 -0.3264  0.4940
H: -0.8902 -2.1095 0.0264  0.2297


Record 5
Entry from the Open Molecules 2025 dataset: the molecule C3H2FNO2 (ωB97M-V with the def2-TZVPD basis set).

Its multiplicity is 1. As for the lowest unoccupied orbital energy: 0.54 eV. The value obtained for the electronic energy is -420.5882 Ha. Its energy relative to the best compared isomer or geometry (same formula, charge and spin) is 7.8 kcal per mole. The structure (SMILES) is Oc1ocnc1F.

Last column: natural (NBO) charge in e.
Element x y z (Å)
O: -0.3975 1.3019 1.5584  -0.6511
C: -0.0886 0.5730 0.4336  0.4357
O: 0.5062 1.2270 -0.6210  -0.4055
C: 0.7125 0.2312 -1.5487  0.3193
N: 0.2785 -0.9301 -1.2064  -0.4521
C: -0.2082 -0.7161 0.0580  0.3605
F: -0.6742 -1.7188 0.8317  -0.3056
H: -0.3446 0.7059 2.3117  0.4993
H: 1.1000 0.5139 -2.5090  0.1994


Record 6
Entry from the Open Molecules 2025 dataset: the molecule C3H2FNS (ωB97M-V with the def2-TZVPD basis set).

Its multiplicity is 1. As for the lowest unoccupied orbital energy: -1.39 eV. The value obtained for the electronic energy is -668.2632 Ha. Its energy relative to the best compared isomer or geometry (same formula, charge and spin) is 4.1 kcal per mole. The structure (SMILES) is N#C[C@H](F)C=S.

Last column: natural (NBO) charge in e.
Element x y z (Å)
N: -0.4573 0.1695 -2.4748  -0.2550
C: -0.4725 -0.0694 -1.3285  0.2248
C: -0.2481 -0.4742 0.0561  0.0503
F: -1.4863 -0.8120 0.5590  -0.3264
C: 0.4681 0.6205 0.8395  -0.3053
S: 2.0339 0.5954 1.2038  0.1686
H: 0.3367 -1.4398 0.0009  0.2324
H: -0.1746 1.4100 1.1440  0.2107


Record 7
Entry from the Open Molecules 2025 dataset: C3H2FO4Zn as an isolated structure (ωB97M-V with the def2-TZVPD basis set).

Its multiplicity is 2. As for the lowest unoccupied orbital energy (alpha / beta): -13.74 / -13.74 eV. The value obtained for the electronic energy is -2294.7974 Ha. The net charge is +2. The expectation value of S² is 0.754.

Last column: Mulliken spin population.
Element x y z (Å)
C: -1.9113 -0.7751 -1.4099  0.0458
O: -3.0350 -0.6215 -1.3373  0.0175
H: -0.9558 -0.5904 0.5611  -0.0028
C: -0.0801 0.9488 -1.0252  0.8133
O: 1.0115 0.5607 -0.2676  0.0492
C: 0.9378 -0.2451 0.7713  -0.0224
O: -0.1741 -0.7895 1.1218  0.0040
O: 1.9704 -0.4196 1.4133  -0.0058
Zn: 2.6818 -1.1754 2.7648  -0.0031
F: -0.6159 2.0443 -0.5088  0.0745
H: 0.1708 1.0628 -2.0836  0.0300


Record 8
Entry from the Open Molecules 2025 dataset: the molecule C3H2I2 (ωB97M-V with the def2-TZVPD basis set).

Its multiplicity is 1. As for the lowest unoccupied orbital energy (alpha / beta): -1.13 / -1.02 eV. The value obtained for the electronic energy is -710.7251 Ha. Its energy relative to the best compared isomer or geometry (same formula, charge and spin) is 52.6 kcal per mole.

Last column: natural (NBO) charge in e.
Element x y z (Å)
C: 0.4941 -0.3347 -0.4628  -0.4849
C: -0.4530 -1.2508 -0.6610  -0.0948
C: 0.2083 0.6351 0.3516  -0.2300
I: -2.4522 -0.9514 -1.0523  0.2080
I: 1.5579 1.3621 1.7995  0.1487
H: 1.4830 -0.3674 -0.6316  0.2329
H: -0.8383 0.9071 0.6567  0.2200


Record 9
Entry from the Open Molecules 2025 dataset: a 2-piece molecular cluster, C3H2INO2 overall (ωB97M-V with the def2-TZVPD basis set).

Its multiplicity is 1. As for the lowest unoccupied orbital energy: -0.55 eV. The value obtained for the electronic energy is -618.3940 Ha. Its energy relative to the best compared isomer or geometry (same formula, charge and spin) is 21.2 kcal per mole. The structure (SMILES) is O=C=CI.N=C=O.

Last column: natural (NBO) charge in e.
Element x y z (Å)
O: -0.9833 1.5577 0.3945  -0.4421
C: -1.4860 0.6302 -0.1033  0.6756
C: -2.0339 -0.5166 -0.3700  -0.7015
I: -4.0643 -0.7112 0.3584  0.1727
H: -1.8078 -1.1290 -1.3523  0.2927
N: 3.4002 0.1210 0.1371  -0.7644
C: 2.2210 -0.1692 0.0960  0.8705
O: 1.0993 -0.3485 -0.1344  -0.5057
H: 3.6548 0.5657 0.9741  0.4021


Record 10
Entry from the Open Molecules 2025 dataset: the molecule C3H2INO2 (ωB97M-V with the def2-TZVPD basis set).

Its multiplicity is 1. As for the lowest unoccupied orbital energy (alpha / beta): -0.55 / -0.55 eV. The value obtained for the electronic energy is -618.2730 Ha. Its energy relative to the best compared isomer or geometry (same formula, charge and spin) is 97.1 kcal per mole.

Last column: natural (NBO) charge in e.
Element x y z (Å)
C: -1.2141 -1.0860 -0.5395  0.0659
C: -0.6504 0.7174 0.7080  -0.0198
C: 1.0201 -0.4385 -0.5317  0.8755
N: 0.5592 0.6950 0.2247  -0.6556
O: 2.1571 -0.5239 -0.8921  -0.5605
O: 0.0867 -1.3552 -0.6765  -0.4869
I: -1.5207 2.4502 1.3880  0.2344
H: -1.7006 -1.8850 0.0242  0.1259
H: 1.2627 1.4260 0.2948  0.4210


Record 11
Entry from the Open Molecules 2025 dataset: C3H2IO2S as an isolated structure (ωB97M-V with the def2-TZVPD basis set).

Its multiplicity is 1. As for the lowest unoccupied orbital energy: 2.86 eV. The value obtained for the electronic energy is -961.8405 Ha. The net charge is -1. Its energy relative to the best compared isomer or geometry (same formula, charge and spin) is 6.2 kcal per mole.

Last column: natural (NBO) charge in e.
Element x y z (Å)
C: -0.7840 0.0633 0.8914  -0.2927
C: -0.3202 -0.0595 -0.2109  -0.0244
C: 0.2448 -0.5708 -1.4228  -0.6768
O: 2.1928 -2.4803 -1.4341  -1.0375
O: 0.5355 -2.9883 0.2284  -0.9950
S: 0.7179 -2.5873 -1.1657  1.5163
I: -1.1893 -0.6450 -2.9198  0.0611
H: -0.8393 0.3710 1.8883  0.2129
H: 1.1189 -0.0407 -1.6012  0.2362


Record 12
Entry from the Open Molecules 2025 dataset: C3H2IrO3 as an isolated structure (ωB97M-V with the def2-TZVPD basis set).

Its multiplicity is 5. As for the lowest unoccupied orbital energy (alpha / beta): -6.05 / -8.67 eV. The value obtained for the electronic energy is -445.0342 Ha. The net charge is +1. Its energy relative to the best compared isomer or geometry (same formula, charge and spin) is 0.0 kcal per mole. The expectation value of S² is 6.017.

Last column: Mulliken spin population.
Element x y z (Å)
O: 0.1658 -0.9403 2.7354  0.1392
C: -0.3903 -0.6938 1.6850  -0.0592
O: -1.6071 -0.8232 1.3518  0.2070
O: 0.3903 -0.0046 0.6301  0.1946
C: -0.0306 0.1653 -0.7004  0.3313
C: 0.8991 0.6573 -1.5334  0.4233
H: 0.6124 0.9520 -2.5448  0.0280
H: 1.9411 0.8170 -1.2281  0.0309
Ir: -1.9806 -0.1296 -0.3956  2.7048


Record 13
Entry from the Open Molecules 2025 dataset: C3H2KLiO as an isolated structure (ωB97M-V with the def2-TZVPD basis set).

Its multiplicity is 1. As for the lowest unoccupied orbital energy: -1.17 eV. The value obtained for the electronic energy is -798.0770 Ha. Its energy relative to the best compared isomer or geometry (same formula, charge and spin) is 0.0 kcal per mole.

Last column: natural (NBO) charge in e.
Element x y z (Å)
C: 1.0888 1.5203 0.0851  -0.6567
H: 2.1182 1.5453 -0.3098  0.1503
O: -0.9578 -1.1642 0.4669  -1.1017
C: -0.8871 -0.0604 -0.3814  -0.1456
C: 0.2832 0.6248 -0.4145  -0.2646
Li: 0.3244 -2.5914 -0.7126  0.9286
K: -0.2046 -0.0555 2.2578  0.9276
H: -1.7650 0.1811 -0.9916  0.1620


Record 14
Entry from the Open Molecules 2025 dataset: C3H2LaLiO2 as an isolated structure (ωB97M-V with the def2-TZVPD basis set).

Its multiplicity is 1. As for the lowest unoccupied orbital energy: -9.81 eV. The value obtained for the electronic energy is -304.3749 Ha. The net charge is +2.

Last column: Löwdin charge in e.
Element x y z (Å)
C: 0.0951 -0.1216 0.9691  -0.3336
Li: -1.6282 -1.3969 1.0320  0.8187
O: -1.2188 0.4270 0.5647  -0.2140
C: -0.6291 0.6198 -0.7445  -0.0720
H: -0.4852 1.6811 -0.9824  0.1540
H: -1.2555 0.1491 -1.5153  0.1375
La: 2.6970 -0.6111 1.6389  2.2868
O: 1.8288 -0.4798 -0.6584  -0.2666
C: 0.5958 -0.2676 -0.3040  -0.5108


Record 15
Entry from the Open Molecules 2025 dataset: C3H2LaO3 as an isolated structure (ωB97M-V with the def2-TZVPD basis set).

Its multiplicity is 2. As for the lowest unoccupied orbital energy (alpha / beta): -9.56 / -9.48 eV. The value obtained for the electronic energy is -372.1129 Ha. The net charge is +2. Its energy relative to the best compared isomer or geometry (same formula, charge and spin) is 9.1 kcal per mole. The expectation value of S² is 0.751.

Last column: Mulliken spin population.
Element x y z (Å)
C: -2.3473 -0.9412 0.2033  0.0007
C: -1.6894 0.0820 -0.2509  -0.0019
O: -0.9197 0.9050 -0.6046  -0.0005
C: 3.1339 -0.1287 -0.1214  -0.0052
O: 3.4882 -1.1730 -0.4597  0.0019
O: 2.6043 0.8353 0.2726  -0.0030
H: -3.3982 -0.8268 0.4698  0.0000
La: 0.8860 3.0823 -0.0092  1.0080
H: -1.7577 -1.8350 0.5000  0.0000


Record 16
Entry from the Open Molecules 2025 dataset: C3H2LiO2 as an isolated structure (ωB97M-V with the def2-TZVPD basis set).

Its multiplicity is 2. As for the lowest unoccupied orbital energy (alpha / beta): -0.47 / -0.51 eV. The value obtained for the electronic energy is -273.4403 Ha. The expectation value of S² is 0.792.

Last column: Mulliken spin population.
Element x y z (Å)
H: 2.0730 0.2884 -0.5267  0.0422
O: 0.4725 -1.0270 -0.0673  0.0109
O: -1.9022 -0.5145 0.4165  0.1479
C: 1.1156 0.1758 -0.0023  0.5674
C: -0.0118 1.0417 -0.0661  -0.1937
C: -0.9579 0.0125 -0.1873  0.4348
H: -0.0680 2.0518 -0.4637  -0.0101
Li: -0.7213 -2.0287 0.8970  0.0005


Record 17
Entry from the Open Molecules 2025 dataset: C3H2LiO2 as an isolated structure (ωB97M-V with the def2-TZVPD basis set).

Its multiplicity is 1. As for the lowest unoccupied orbital energy: -4.92 eV. The value obtained for the electronic energy is -273.1898 Ha. The net charge is +1. Its energy relative to the best compared isomer or geometry (same formula, charge and spin) is 0.0 kcal per mole.

Last column: natural (NBO) charge in e.
Element x y z (Å)
O: -0.0613 1.0071 -1.0226  -0.3891
C: 0.8661 0.4197 -0.2732  0.7912
C: -1.5252 -0.4948 0.0546  -0.2694
O: 1.9867 0.6581 0.0614  -0.7322
C: -0.2975 -0.3752 -0.4349  0.1158
Li: 3.0639 0.1250 1.1591  0.9870
H: -2.3863 -0.4672 -0.6147  0.2605
H: -1.6465 -0.8727 1.0703  0.2361


Record 18
Entry from the Open Molecules 2025 dataset: C3H2LiO2Tl as an isolated structure (ωB97M-V with the def2-TZVPD basis set).

Its multiplicity is 2. As for the lowest unoccupied orbital energy (alpha / beta): -4.32 / -4.60 eV. The value obtained for the electronic energy is -445.6787 Ha. The net charge is +1. Its energy relative to the best compared isomer or geometry (same formula, charge and spin) is 9.4 kcal per mole. The expectation value of S² is 0.754.

Last column: Mulliken spin population.
Element x y z (Å)
C: 1.4425 -1.8448 0.8450  0.0196
C: 1.5913 -0.8038 1.4945  -0.0116
H: 2.0219 -2.6761 0.4570  0.0042
H: 2.2350 0.0157 1.7909  0.0023
O: 0.1854 1.1236 1.0241  0.0995
C: -0.9384 1.3012 0.5612  0.7628
O: -1.4814 0.7909 -0.4436  0.0488
Tl: 0.5755 -0.2664 -1.1414  0.0600
Li: -3.0432 1.5020 -1.1613  0.0145


Record 19
Entry from the Open Molecules 2025 dataset: C3H2LiO3Sn as an isolated structure (ωB97M-V with the def2-TZVPD basis set).

Its multiplicity is 2. As for the lowest unoccupied orbital energy (alpha / beta): -10.72 / -11.02 eV. The value obtained for the electronic energy is -562.3337 Ha. The net charge is +2. Its energy relative to the best compared isomer or geometry (same formula, charge and spin) is 36.9 kcal per mole. The expectation value of S² is 0.754.

Last column: Mulliken spin population.
Element x y z (Å)
C: 1.2727 -1.7522 -1.7026  0.0008
C: 0.1437 -1.2429 -1.2708  0.0026
O: -0.9846 -1.1072 -0.9490  -0.0002
Li: -2.0407 0.0187 0.2494  0.0015
H: 2.0457 -1.0842 -2.0831  -0.0003
H: 1.3786 -2.8359 -1.7583  0.0000
O: 0.5944 2.3334 2.1903  0.0760
C: 0.0752 1.6517 1.3093  0.7779
Sn: -1.3231 2.6160 2.7606  0.0655
O: -1.1619 1.4025 1.2541  0.0761


Record 20
Entry from the Open Molecules 2025 dataset: the molecule C3H2N2 (ωB97M-V with the def2-TZVPD basis set).

Its multiplicity is 1. As for the lowest unoccupied orbital energy: 0.04 eV. The value obtained for the electronic energy is -224.8455 Ha. Its energy relative to the best compared isomer or geometry (same formula, charge and spin) is 95.2 kcal per mole. The structure (SMILES) is N#CN1C=C1.

Last column: natural (NBO) charge in e.
Element x y z (Å)
N: 2.1087 -0.1141 1.3172  -0.3717
C: 1.2989 -0.1206 0.5106  0.3743
N: 0.5299 -0.0212 -0.5248  -0.4872
C: -0.9509 0.6836 -0.2592  -0.0224
C: -0.7908 -0.5927 -0.5133  0.0281
H: -0.9890 1.5806 0.3107  0.2652
H: -1.2069 -1.4156 -0.8412  0.2137